1.
The following is a quantum chemistry calculation of a molecular structure, C24H38N2O5Re in a non-equilibrium geometry, from the OMol25 dataset.

Structure (XYZ):
```
70
Properties=species:S:1:pos:R:3:forces:R:3:mulliken_spin:R:1
Re 0.2957 -0.0580 -0.6261 -0.79 -0.12 0.86 2.5852
C 0.8665 0.6580 1.4000 0.11 0.04 0.32 -0.0410
C -0.5578 0.5740 1.4865 -0.09 0.17 -0.13 0.1215
C -0.8990 -0.8445 1.3504 -0.05 0.07 -0.27 0.0641
C 0.3305 -1.5222 1.1303 0.14 -0.12 0.05 -0.0665
C 1.4386 -0.6369 1.2076 0.37 -0.02 0.06 0.0793
C 2.9125 -1.0219 1.3006 -0.16 -0.09 0.04 -0.1192
C 3.4279 -0.4802 2.6414 0.03 -0.02 0.06 0.0044
C 3.7318 -0.4237 0.1590 0.01 0.08 0.00 0.0244
C 3.0477 -2.5448 1.2707 0.04 -0.03 -0.04 0.0004
C -2.1859 -1.7020 1.4835 0.15 0.07 0.00 -0.0520
C -3.2357 -1.1204 2.4296 -0.03 0.02 0.06 -0.0038
C -1.7738 -3.0691 2.0708 -0.05 -0.02 -0.03 0.0026
C -2.8495 -1.9556 0.1263 0.00 -0.03 -0.02 0.0259
C -1.3983 1.8297 1.7679 0.09 -0.11 0.03 -0.0707
C -0.5230 3.0860 1.6523 0.01 0.02 -0.03 0.0157
C -2.5579 1.9707 0.7800 -0.05 -0.01 -0.07 -0.0040
C -1.8960 1.8123 3.2234 0.00 0.01 0.05 0.0051
H 1.4387 1.5587 1.5527 0.00 0.04 -0.12 -0.0078
H 0.4255 -2.5821 0.9648 -0.01 0.00 -0.05 -0.0123
H 3.4196 0.6106 2.6715 -0.02 0.01 -0.01 0.0007
H 4.4574 -0.8060 2.7907 0.00 0.00 0.00 0.0018
H 2.8362 -0.8533 3.4787 -0.01 -0.01 -0.01 -0.0012
H 3.6497 0.6664 0.1359 -0.01 0.00 -0.02 0.0101
H 3.4222 -0.8468 -0.8001 0.00 -0.03 0.02 -0.0281
H 4.7853 -0.6681 0.2967 0.00 0.00 0.02 0.0021
H 2.4962 -3.0182 2.0846 0.01 0.02 0.02 -0.0002
H 4.0971 -2.8135 1.3887 0.00 -0.01 -0.01 0.0006
H 2.7076 -2.9651 0.3213 -0.01 0.01 -0.01 0.0006
H -2.8558 -1.0178 3.4455 0.03 0.00 -0.01 -0.0008
H -4.0674 -1.8241 2.4679 -0.01 0.01 0.01 0.0006
H -3.6379 -0.1669 2.0984 0.00 -0.06 0.04 0.0002
H -1.1334 -2.9638 2.9475 -0.01 0.03 0.01 -0.0006
H -1.2712 -3.7038 1.3412 0.01 0.00 -0.01 0.0001
H -2.6731 -3.5978 2.3839 0.00 -0.01 -0.02 0.0007
H -3.3043 -1.0407 -0.2530 -0.03 0.01 0.03 -0.0006
H -3.6375 -2.6971 0.2575 -0.01 0.00 -0.01 -0.0006
H -2.1429 -2.3433 -0.6115 0.00 0.00 0.01 -0.0056
H -0.0113 3.1659 0.6931 0.00 -0.01 -0.03 0.0017
H 0.2279 3.1347 2.4417 -0.02 0.00 0.02 -0.0017
H -1.1586 3.9639 1.7614 0.00 0.00 0.00 -0.0008
H -2.1891 2.1330 -0.2372 0.02 0.02 0.02 -0.0126
H -3.1647 2.8352 1.0494 -0.02 -0.01 0.02 -0.0002
H -3.2099 1.0984 0.7588 0.05 0.05 -0.02 -0.0011
H -1.0656 1.6589 3.9144 0.01 -0.01 0.00 -0.0006
H -2.6504 1.0617 3.4197 0.00 -0.01 -0.01 -0.0002
H -2.3332 2.7855 3.4494 0.00 0.00 0.00 0.0005
O -3.3072 -0.2218 -3.0197 0.15 0.06 0.02 0.0090
C -2.0383 0.0035 -2.8300 -0.25 0.04 0.01 0.0198
O -1.5723 0.0474 -1.6849 0.21 0.21 -0.35 0.1313
C -1.3028 0.2744 -4.1192 0.09 -0.04 0.09 0.0022
O 0.0814 0.2624 -3.9638 -0.01 0.00 0.04 0.0051
C 0.7569 -0.9346 -4.3126 -0.06 0.14 -0.12 0.0139
C 1.2975 -1.7264 -3.1355 -0.05 -0.25 0.71 0.0071
O 2.0412 -2.6424 -3.2813 0.05 0.13 -0.16 0.0377
O 0.8597 -1.3843 -1.8844 0.23 -0.18 -0.89 0.0991
H -3.7681 -0.3328 -2.1705 -0.09 -0.03 -0.01 0.0006
H -1.6700 -0.4187 -4.8805 0.02 -0.03 0.01 -0.0003
H -1.6157 1.2780 -4.4288 0.00 -0.01 0.00 0.0007
H 0.1238 -1.6044 -4.9013 0.00 -0.02 0.05 -0.0010
H 1.6037 -0.6672 -4.9455 0.03 -0.05 0.04 -0.0008
N 2.6842 2.5879 -2.8864 -0.07 0.01 -0.03 0.0097
C 1.6607 3.4692 -2.6278 0.08 0.01 0.00 -0.0070
C 0.7857 2.8001 -1.8430 -0.10 -0.13 -0.06 0.0225
N 1.2683 1.5141 -1.6306 0.06 0.20 -0.17 0.0849
C 2.4188 1.4290 -2.2872 0.03 0.00 -0.02 0.0316
H 3.5065 2.7796 -3.4398 0.00 0.01 0.00 -0.0005
H 1.6524 4.4736 -3.0117 -0.01 0.01 0.01 0.0000
H -0.1556 3.1330 -1.4447 0.00 0.01 0.03 0.0138
H 3.0580 0.5646 -2.3387 0.00 0.00 0.00 0.0046
```
Positions in Å, forces in eV/Å.

Computed properties:
Energy above the lowest of the compared OMol25 structures with the same formula, charge and spin   29.52 kJ/mol
Spin multiplicity   4
<S²>   3.778
Total charge   +2
HOMO energy (alpha / beta)   -0.5692 / -0.5823 hartree
Maximum force   1.18 eV Å⁻¹

---

2.
The following is a quantum chemistry calculation of a molecular structure, C24H38N3O2PSiTc in a non-equilibrium geometry, from the OMol25 dataset.

Structure (XYZ):
```
70
Properties=species:S:1:pos:R:3:forces:R:3:mulliken_spin:R:1
Tc -1.3674 0.8488 -0.2077 2.76 -0.41 0.22 1.2067
Si -2.1507 0.1026 2.0681 -1.10 0.36 -0.02 -0.0576
P -2.9838 2.4213 -0.2191 -0.61 0.37 0.54 -0.0327
N -0.0892 2.0506 0.2839 -0.33 -0.46 -0.32 0.5079
H -1.3108 -0.4191 0.9205 0.37 0.13 -1.65 0.0572
C -3.0301 3.5037 -1.6758 0.14 0.18 -0.32 -0.0172
H -3.6532 4.3739 -1.4590 -0.06 -0.05 0.02 -0.0012
H -3.4334 2.9900 -2.5487 0.05 -0.13 0.09 0.0031
H -2.0338 3.8606 -1.9321 0.09 -0.07 0.07 0.0048
C -4.7053 1.8487 -0.1801 -0.28 0.06 0.04 0.0429
H -5.3962 2.6906 -0.2637 0.00 0.01 0.04 -0.0035
H -4.9029 1.3205 0.7503 0.00 -0.04 0.09 0.0055
H -4.8955 1.1659 -1.0091 0.14 -0.01 -0.01 0.0025
C -2.8880 3.6485 1.1209 -0.14 0.20 0.09 0.0087
H -3.7204 4.3537 1.0726 -0.03 -0.02 -0.03 -0.0011
H -1.9556 4.2064 1.0452 0.09 -0.06 -0.14 0.0008
H -2.8942 3.1648 2.0943 -0.03 -0.04 -0.02 0.0007
C -3.1790 -1.4936 1.9910 0.25 0.42 0.68 0.0793
H -2.5555 -2.3092 1.5914 -0.33 0.21 0.23 0.0090
H -4.0899 -1.3742 1.3838 0.31 -0.07 0.29 -0.0181
H -3.4144 -1.6617 3.0523 -0.36 -0.51 -0.36 -0.0050
H -0.9523 -0.1156 2.9367 -0.44 0.19 0.38 0.0029
H -3.0849 1.1972 2.4958 0.30 -0.33 0.40 0.0007
C 0.8671 2.7790 0.8902 0.09 0.17 0.70 -0.1179
C 2.7814 4.2864 0.8131 -0.17 -0.32 0.22 -0.0804
C 1.8967 3.4433 0.1513 -0.56 -0.12 0.41 0.1715
C 0.8468 2.9014 2.3240 0.03 0.07 -0.91 0.1836
C 1.7345 3.7592 2.9531 0.01 -0.35 -0.25 -0.0756
C 2.6991 4.4475 2.2044 0.11 0.22 0.15 0.1462
H 3.5493 4.8108 0.2440 -0.16 -0.10 0.17 -0.0043
H 1.9311 3.2765 -0.9260 0.03 0.14 0.28 0.0055
H 0.0932 2.3096 2.8545 0.28 0.36 -0.07 0.0087
H 1.6749 3.8645 4.0354 0.15 0.09 -0.20 -0.0028
H 3.3881 5.1156 2.7243 -0.16 -0.16 -0.22 0.0116
C -2.2378 -0.3785 -2.9804 -0.08 -0.68 -0.20 0.7831
O -1.7923 0.5155 -2.1497 -0.02 0.64 0.64 -0.0185
C -1.2895 -1.1315 -3.8162 0.31 -0.87 -0.49 -0.0099
H -1.7997 -2.1094 -3.9152 1.01 0.01 -0.22 0.0004
H -0.2761 -1.2263 -3.3543 -0.63 0.07 -0.36 0.0360
H -1.2131 -0.7590 -4.8462 0.34 0.12 0.12 0.0526
C -3.5164 -1.0824 -2.7041 -0.26 0.07 -0.19 -0.0175
H -4.3222 -0.5714 -3.2208 -0.66 0.11 0.26 0.0513
H -3.7067 -1.1541 -1.6279 -0.20 0.14 0.12 0.0530
H -3.4988 -2.0919 -3.1284 -0.09 0.07 0.19 -0.0159
C 3.3586 -4.5495 -0.0969 -0.15 -0.28 -0.02 -0.0003
N 2.1549 -3.7340 -0.0658 0.53 -1.62 -0.04 -0.0032
N 2.1083 -2.3913 0.0892 -0.34 1.00 0.24 0.0008
C 0.7925 -1.9675 -0.0537 -0.43 1.76 -0.56 -0.0035
O 0.5156 -0.7346 -0.1623 0.37 -1.54 0.18 -0.0107
C 0.0162 -3.1641 -0.1733 0.27 0.26 -0.07 0.0324
C 0.9050 -4.2059 -0.2347 -0.05 0.64 0.15 0.0003
C 0.6282 -5.6280 -0.4889 -0.42 -0.64 -0.07 -0.0003
C 3.2379 -1.5490 0.2399 0.31 0.26 -0.16 0.0052
C 4.3152 -1.6673 -0.6409 -0.01 0.32 0.11 0.0023
C 5.3553 -0.7414 -0.5629 0.02 -0.03 0.26 -0.0005
C 5.3163 0.2879 0.3844 -0.24 -0.08 -0.13 0.0010
C 4.2323 0.3902 1.2663 0.32 -0.16 -0.19 -0.0035
C 3.2071 -0.5450 1.2155 0.01 -0.33 -0.23 -0.0047
H 4.2077 -4.0483 0.3595 -0.19 0.10 0.07 0.0001
H 3.6214 -4.8248 -1.1269 0.00 0.12 0.16 -0.0001
H 3.1556 -5.4700 0.4610 0.11 0.20 -0.09 0.0001
H -1.0527 -3.2146 -0.2777 0.00 0.03 -0.11 0.0247
H 1.0522 -5.9902 -1.4298 0.08 0.15 0.07 0.0003
H 0.9739 -6.2883 0.3091 0.04 0.09 0.02 0.0000
H -0.4539 -5.7361 -0.5617 0.06 -0.12 0.00 0.0000
H 4.3322 -2.4681 -1.3816 -0.03 0.37 0.10 0.0008
H 6.1981 -0.8334 -1.2478 -0.20 0.09 0.19 0.0000
H 6.1238 1.0211 0.4239 -0.25 -0.23 0.00 0.0000
H 4.1928 1.1948 1.9973 0.00 -0.15 -0.14 0.0007
H 2.3826 -0.5221 1.9220 0.03 0.16 -0.23 0.0009
```
Positions in Å, forces in eV/Å.

Computed properties:
Energy above the lowest of the compared OMol25 structures with the same formula, charge and spin   0.00 kJ/mol
Spin multiplicity   4
<S²>   3.797
Total charge   0
HOMO energy (alpha / beta)   -0.1735 / -0.2519 hartree
Maximum force   2.80 eV Å⁻¹